Computed, not measured: the molecule C21H24FN3O4S, with ωB97M-V/def2-TZVPD.

Positions of all 54 atoms, in Å:
C -6.097 -0.621 1.198
C -4.761 0.066 1.372
O -4.362 0.424 2.458
N -4.018 0.228 0.234
C -2.696 0.659 0.208
C -1.957 1.259 1.217
C -0.636 1.586 0.950
C -0.081 1.307 -0.283
S 1.622 1.721 -0.574
O 1.798 3.131 -0.748
O 2.125 0.865 -1.629
N 2.298 1.312 0.903
C 3.574 1.920 1.225
C 4.743 1.391 0.377
C 4.766 -0.125 0.500
O 5.257 -0.707 1.447
N 4.150 -0.757 -0.524
C 3.790 -2.161 -0.449
C 2.300 -2.269 -0.253
C 1.745 -2.048 1.004
C 0.373 -2.056 1.186
C -0.436 -2.296 0.092
F -1.778 -2.328 0.257
C 0.086 -2.513 -1.170
C 1.458 -2.490 -1.335
C -0.812 0.705 -1.297
C -2.127 0.391 -1.044
C -3.140 -0.289 -1.914
C -4.450 -0.082 -1.132
C -5.235 1.100 -1.704
H -5.945 -1.643 0.853
H -6.733 -0.100 0.489
H -6.588 -0.648 2.166
H -2.400 1.453 2.179
H -0.022 2.057 1.700
H 2.297 0.307 1.016
H 3.772 1.737 2.284
H 3.445 2.991 1.056
H 4.610 1.695 -0.660
H 5.676 1.800 0.767
H 3.616 -0.206 -1.190
H 4.336 -2.585 0.398
H 4.096 -2.663 -1.371
H 2.397 -1.887 1.851
H -0.070 -1.887 2.155
H -0.574 -2.699 -2.002
H 1.880 -2.651 -2.315
H -0.334 0.493 -2.240
H -3.192 0.139 -2.913
H -2.899 -1.350 -2.006
H -5.067 -0.982 -1.138
H -6.099 1.338 -1.089
H -5.580 0.868 -2.708
H -4.595 1.979 -1.745

Values from the calculation:
Orbital gap in eV: 9.2
E_tot in eV: -48381.139
Max |F| in eV/Å: 0.974
Structure (SMILES): CC(=O)N1c2ccc(S(=O)(=O)NCCC(=O)NCc3ccc(F)cc3)cc2C[C@@H]1C
HOMO in eV: -8.70
LUMO in eV: 0.6
Energy above the lowest of the compared OMol25 structures with the same formula, charge and spin in kcal/mol: 0.0

Results of the natural (NBO) charge analysis, in e, for atoms 1 through 6:
1 C -0.71
2 C 0.70
3 O -0.60
4 N -0.45
5 C 0.17
6 C -0.23

Computed, not measured: a structure of composition C21H24I2N5ORhS2, with ωB97M-V/def2-TZVPD.

Positions of all 56 atoms, in Å:
Rh -1.094 -0.695 -0.271
C 2.677 3.026 -1.010
C 3.320 1.675 -0.747
N 2.865 1.089 0.522
C 3.665 1.440 1.712
C 4.752 0.410 1.972
C 1.826 0.280 0.624
S 0.994 -0.114 -0.882
N 1.568 -0.221 1.826
C 0.514 -0.874 2.239
O -0.621 -0.981 1.623
C 0.588 -1.545 3.548
C -0.507 -2.256 4.040
C -0.427 -2.891 5.267
C 0.744 -2.818 6.010
C 1.837 -2.109 5.528
C 1.762 -1.474 4.301
H 3.074 3.454 -1.929
H 2.884 3.723 -0.197
H 1.596 2.925 -1.114
H 4.403 1.767 -0.669
H 3.129 0.977 -1.560
H 2.997 1.543 2.562
H 4.098 2.418 1.505
H 4.318 -0.568 2.176
H 5.347 0.713 2.832
H 5.423 0.320 1.117
H -1.420 -2.311 3.465
H -1.276 -3.441 5.647
H 0.804 -3.313 6.970
H 2.746 -2.051 6.110
H 2.605 -0.916 3.920
C -3.595 3.639 -1.496
N -3.426 2.473 -2.361
C -4.042 2.273 -3.581
C -3.635 1.086 -4.048
N -2.742 0.550 -3.111
C -2.647 1.425 -2.073
S -1.734 1.407 -0.629
C -2.121 -0.714 -3.263
C -2.199 -1.361 -4.492
C -1.650 -2.618 -4.634
C -1.022 -3.210 -3.547
C -0.956 -2.494 -2.380
N -1.489 -1.264 -2.227
H -4.343 4.288 -1.942
H -2.654 4.178 -1.408
H -3.931 3.317 -0.512
H -4.720 2.995 -4.001
H -3.917 0.580 -4.950
H -2.669 -0.888 -5.338
H -1.710 -3.128 -5.586
H -0.579 -4.194 -3.603
H -0.448 -2.899 -1.511
I -3.575 -1.581 0.710
I -5.382 -1.046 -1.155

Values from the calculation:
Orbital gap in eV: 6.5
E_tot in eV: -72532.759
Max |F| in eV/Å: 0.424
Total charge: +2
HOMO in eV: -13.77
LUMO in eV: -7.3
Energy above the lowest of the compared OMol25 structures with the same formula, charge and spin in kcal/mol: 0.0

Results of the natural (NBO) charge analysis, in e, for atoms 1 through 6:
1 Rh 0.65
2 C -0.62
3 C -0.22
4 N -0.34
5 C -0.22
6 C -0.62

Computed, not measured: a structure of composition C21H24LuN2O2P2 at a distorted geometry, with ωB97M-V/def2-TZVPD.

Positions of all 52 atoms, in Å:
C -1.469 3.370 -3.666
C -1.273 2.067 -3.218
C 0.052 1.548 -3.206
C 1.154 2.326 -3.677
C 0.903 3.662 -4.094
C -0.389 4.163 -4.092
C 2.404 1.692 -3.744
C 2.483 0.288 -3.755
C 1.349 -0.446 -3.292
C 1.396 -1.864 -3.181
C 2.605 -2.504 -3.444
C 3.729 -1.787 -3.873
C 3.671 -0.420 -4.068
H -2.482 3.783 -3.675
H 1.745 4.264 -4.439
H -0.583 5.182 -4.425
H 3.290 2.277 -3.990
H 2.660 -3.592 -3.321
H 4.660 -2.329 -4.066
H 4.536 0.144 -4.431
N 0.314 0.280 -2.695
Lu 0.309 0.022 -0.455
C -2.427 1.233 -2.708
H -2.404 0.221 -3.144
H -3.389 1.711 -2.946
C 0.195 -2.649 -2.675
H -0.739 -2.252 -3.103
H 0.302 -3.709 -2.947
P -2.353 0.972 -0.865
P -0.025 -2.598 -0.824
C 1.310 -3.699 -0.270
H 1.293 -3.707 0.828
H 1.178 -4.724 -0.642
H 2.287 -3.319 -0.588
C -1.520 -3.591 -0.552
H -1.389 -4.623 -0.906
H -1.721 -3.596 0.527
H -2.378 -3.129 -1.059
C -2.720 2.674 -0.286
H -3.743 2.976 -0.547
H -2.605 2.679 0.805
H -2.009 3.391 -0.711
C -3.974 0.161 -0.592
H -4.103 0.036 0.493
H -4.798 0.775 -0.990
H -3.994 -0.832 -1.065
C 2.580 0.827 -1.121
O 2.523 -0.126 -0.350
H 3.418 1.266 -1.744
O 0.167 0.385 3.957
C 0.049 0.503 2.779
N -0.074 0.621 1.576

Values from the calculation:
Orbital gap (alpha / beta) in eV: 5.5 / 5.5
E_tot in eV: -81435.705
Max |F| in eV/Å: 3.617
Total charge: +1
HOMO (alpha / beta) in eV: -10.07 / -10.07
LUMO (alpha / beta) in eV: -4.5 / -4.5
Energy above the lowest of the compared OMol25 structures with the same formula, charge and spin in kcal/mol: 26.5

Results of the natural (NBO) charge analysis, in e, for atoms 1 through 6:
1 C -0.15
2 C -0.07
3 C 0.27
4 C -0.13
5 C -0.14
6 C -0.21